One molecule with the formula C7H12S at a distorted geometry, computed with ωB97M-V with the def2-TZVPD basis set.

As for the SMILES: C=C(C)/C(C)=C\SC. The value obtained for the HOMO-LUMO gap is 8.86 eV. The relative energy (zero: lowest compared OMol25 entry of this formula, charge and spin) comes out at 161.8 kJ/mol. The highest occupied orbital energy is -0.28962 Ha.

```
! RIJCOSX wB97M-V def2-TZVPD def2/J DEFGRID3
* xyz 0 1
C -1.21640 -1.67573 -0.71864
C -1.51981 -0.57098 -0.04131
C -2.64675 -0.51055 0.96382
C -0.72721 0.70854 -0.21625
C -1.50887 1.97429 -0.33941
C 0.62720 0.73991 -0.25228
S 1.72203 -0.61696 -0.07199
C 3.16848 0.26941 0.49440
H -1.71641 -2.64532 -0.60676
H -0.43126 -1.79263 -1.43333
H -2.35216 -0.07197 1.94274
H -3.12527 -1.45806 1.01592
H -3.52664 0.14850 0.58536
H -0.83361 2.84988 -0.52266
H -2.20034 1.89164 -1.15635
H -2.07039 2.21026 0.56458
H 1.10114 1.76663 -0.37586
H 3.04896 0.74439 1.48487
H 4.04572 -0.39616 0.59046
H 3.44794 1.01481 -0.27905
*
```

Atomic partial charges in e from the Löwdin method, atoms 1 to 4: 0.03, -0.34, -0.07, -0.34

---

C22H45GdN2P3Se2 as an isolated structure at a distorted geometry, computed with ωB97M-V with the def2-TZVPD basis set.

The value obtained for the HOMO-LUMO gap (spin up / spin down) is 7.04 / 3.72 eV. As for the expectation value of S²: 16.1940. The relative energy (zero: lowest compared OMol25 entry of this formula, charge and spin) comes out at 434.2 kJ/mol. The highest occupied orbital energy (spin up / spin down) is -0.57152 / -0.58852 Ha.

```
! RIJCOSX wB97M-V def2-TZVPD def2/J DEFGRID3
* xyz 3 8
Gd -0.14685 0.31321 -0.88789
P -2.03166 2.14757 -0.29679
P -0.39659 0.01521 2.50530
P -2.04628 -1.70161 -0.20789
H 0.95052 0.64668 -3.93273
C -0.03479 0.35714 -3.48831
C -0.27308 -0.83642 -2.74288
H 0.51959 -1.55960 -2.37563
C -1.16064 3.77094 -0.36977
C -3.19692 2.51876 1.10268
C -3.18622 2.27893 -1.72602
C 0.64596 -0.99130 3.63651
C 0.22219 1.67725 3.04093
C -1.92722 -0.05289 3.56477
C -2.51541 -2.77322 -1.63669
C -3.71991 -1.13101 0.29822
C -1.68624 -3.04793 0.99011
H -0.86124 0.82893 -4.07989
H -1.28730 -1.26925 -2.74291
H -0.30194 3.67913 -1.05152
H -0.77099 4.04492 0.62319
H -1.84802 4.54866 -0.73986
H -2.62724 2.75934 2.01924
H -3.83202 1.63851 1.30809
H -3.84507 3.37984 0.83886
H -2.64714 2.00196 -2.64543
H -3.53037 3.32479 -1.80844
H -4.03615 1.58449 -1.61115
H 0.37640 -0.77294 4.68293
H 1.71115 -0.77518 3.47595
H 0.48409 -2.06003 3.44192
H 0.10167 1.75936 4.11699
H -0.31721 2.46951 2.52526
H 1.26770 1.76306 2.76018
H -1.61157 0.10841 4.59689
H -2.40602 -1.02763 3.46632
H -2.64347 0.71078 3.26144
H -3.32677 -3.43982 -1.33015
H -1.64866 -3.35472 -1.96979
H -2.86402 -2.16397 -2.47707
H -4.40269 -1.98379 0.20657
H -4.04613 -0.32799 -0.37504
H -3.72552 -0.76436 1.33056
H -2.44847 -3.83344 0.86793
H -1.67716 -2.68976 2.02716
H -0.69527 -3.45351 0.74002
C 1.99548 -3.55850 -1.54713
C 2.39738 -3.09149 -2.81055
C 2.06948 -3.78023 -3.98994
C 1.26178 -4.92391 -3.92455
C 0.72606 -5.33147 -2.68507
C 1.06343 -4.63314 -1.49806
Se 3.10566 -2.97955 -0.06001
H 2.14513 -3.89221 0.62226
H 3.05684 -2.23119 -2.87631
H 2.38144 -3.37095 -4.95214
H 0.98767 -5.45087 -4.85699
H 0.04360 -6.19386 -2.68739
H 0.66113 -5.01047 -0.55315
C 3.95351 0.52128 1.19902
N 3.61879 1.93458 1.15184
C 3.93009 2.83256 2.17268
C 3.45156 4.04589 1.75762
N 2.86208 3.88206 0.51646
C 2.27348 4.94586 -0.29005
C 2.86139 2.55904 0.18761
Se 2.11826 1.81828 -1.32609
H 3.93141 0.06320 0.19892
H 3.23684 -0.03376 1.83044
H 4.96417 0.42594 1.63109
H 4.44639 2.51040 3.06512
H 3.48602 5.00364 2.23653
H 1.28084 5.21081 0.10867
H 2.96016 5.80276 -0.22015
H 2.17294 4.60831 -1.33286
*
```

Atomic partial charges in e from the Löwdin method, atoms 1 to 4: 0.71, 0.69, 0.76, 0.71

---

A 2-piece molecular cluster, C2H3NO2S2 overall at a distorted geometry, computed with ωB97M-V with the def2-TZVPD basis set.

As for the SMILES: O=C1SN1O.C=S. The value obtained for the HOMO-LUMO gap is 8.36 eV. The relative energy (zero: lowest compared OMol25 entry of this formula, charge and spin) comes out at 449.1 kJ/mol. The highest occupied orbital energy is -0.33032 Ha.

```
! RIJCOSX wB97M-V def2-TZVPD def2/J DEFGRID3
* xyz 0 1
O -0.57540 -1.21860 1.77160
C 0.28253 -1.36923 0.93657
S 1.90314 -1.02535 0.74297
N 0.68635 -1.96944 -0.26974
O 0.22921 -1.21040 -1.35303
H -0.73021 -1.10274 -1.45517
C -0.35202 1.94893 0.01528
S -1.45033 2.13258 -1.11069
H -0.64700 1.89845 1.05133
H 0.65373 1.91580 -0.32912
*
```

Atomic partial charges in e from the Löwdin method, atoms 1 to 4: 0.07, -0.87, 1.01, -0.23

---

One molecule with the formula C2H6O at a distorted geometry, computed with ωB97M-V with the def2-TZVPD basis set.

As for the SMILES: CCO. The value obtained for the HOMO-LUMO gap is 11.16 eV. The relative energy (zero: lowest compared OMol25 entry of this formula, charge and spin) comes out at 70.7 kJ/mol. The highest occupied orbital energy is -0.37235 Ha.

```
! RIJCOSX wB97M-V def2-TZVPD def2/J DEFGRID3
* xyz 0 1
C -0.99152 -0.02241 0.02505
C 0.51314 0.41720 -0.01024
O 0.99455 -0.86062 0.35744
H -1.34456 -0.11804 1.05671
H -1.58168 0.67829 -0.53304
H -1.18655 -1.03749 -0.41018
H 0.99767 1.17041 0.68318
H 0.86434 0.77099 -1.01247
H 1.77330 -1.04054 -0.14461
*
```

Atomic partial charges in e from the Löwdin method, atoms 1 to 4: -0.09, -0.29, -0.12, 0.07

---

A 6-piece molecular cluster, C27H64F6N7O3P overall at a distorted geometry, computed with ωB97M-V with the def2-TZVPD basis set.

The value obtained for the HOMO-LUMO gap is 9.33 eV. The relative energy (zero: lowest compared OMol25 entry of this formula, charge and spin) comes out at 393.0 kJ/mol. The highest occupied orbital energy is -0.61774 Ha.

```
! RIJCOSX wB97M-V def2-TZVPD def2/J DEFGRID3
* xyz 4 1
C 0.19016 -2.64504 7.67270
C 1.05783 -3.79648 7.74347
N 2.06290 -3.92977 6.59960
C 2.70941 -5.12185 6.41365
C 3.47254 -4.96569 5.20251
N 3.48842 -3.58638 4.81714
C 2.61471 -2.96624 5.72554
C 4.38117 -2.89035 3.90310
H 0.80541 -1.76814 7.47122
H -0.25964 -2.48090 8.65191
H -0.56766 -2.74666 6.89586
H 0.42311 -4.67262 7.87605
H 1.64586 -3.70023 8.65618
H 2.43477 -5.98327 7.00435
H 4.01463 -5.80786 4.79842
H 2.42816 -1.90493 5.79787
H 3.86488 -2.83170 2.94493
H 5.33949 -3.38497 3.74478
H 4.36264 -1.83614 4.17951
C 4.79066 0.11049 -3.68878
C 3.36780 -0.37261 -4.01595
N 3.27991 -1.61313 -4.79572
C 3.01506 -2.79093 -4.26464
C 3.37119 -3.73776 -5.23044
N 3.68437 -3.03714 -6.42636
C 3.68523 -1.72472 -6.13259
C 3.85730 -3.58607 -7.73198
H 4.86933 0.76391 -2.81989
H 5.14109 0.76148 -4.48973
H 5.56062 -0.59076 -3.36705
H 2.78857 0.37381 -4.55950
H 2.85137 -0.52971 -3.06900
H 2.66763 -2.78702 -3.24206
H 3.14878 -4.79317 -5.17523
H 3.80920 -0.92369 -6.84631
H 4.37269 -4.52964 -7.55269
H 4.52116 -2.99721 -8.36493
H 2.88710 -3.76659 -8.19480
C -0.77661 5.80032 6.68300
N -0.31413 4.40234 6.25656
C 0.08983 3.72405 7.61939
C -1.64216 3.72856 5.76945
C 0.70536 4.31057 5.05753
C 1.98275 5.13942 5.40247
O 2.95732 4.60198 4.55434
H -1.53624 5.81955 7.46446
H -1.15673 6.29295 5.78807
H 0.02832 6.43042 7.06135
H 1.06087 4.08235 7.96115
H 0.11018 2.66215 7.37435
H -0.63921 3.95881 8.39494
H -2.07118 4.23466 4.90463
H -2.30325 3.59661 6.62598
H -1.30515 2.77849 5.35484
H 0.30642 4.74324 4.14006
H 1.06751 3.28376 5.10851
H 2.39125 4.91801 6.38847
H 1.90614 6.22672 5.40691
H 3.36051 3.95506 5.13790
C -2.09685 6.39022 -2.93407
N -2.18625 4.78216 -3.07605
C -1.52256 4.26636 -4.30157
C -1.38835 4.39716 -1.82711
C -3.61582 4.31904 -2.86849
C -4.61945 4.96632 -3.80806
O -4.36148 4.89643 -5.20320
H -2.54517 6.88007 -3.79845
H -1.05077 6.60950 -2.72022
H -2.53095 6.80124 -2.02264
H -1.71434 4.91805 -5.15398
H -1.82258 3.27431 -4.63910
H -0.44782 4.12164 -4.19150
H -1.74759 4.84986 -0.90294
H -0.32967 4.57374 -2.01711
H -1.64257 3.35087 -1.65757
H -3.72298 4.34458 -1.78406
H -3.65806 3.23703 -2.99325
H -4.92646 5.96749 -3.50557
H -5.57176 4.43605 -3.80458
H -4.30641 3.97512 -5.46731
C -4.45842 -4.75252 -5.08885
N -3.01144 -4.27116 -4.70667
C -2.07601 -4.18282 -5.95639
C -3.19376 -2.84893 -4.07762
C -2.39254 -5.13963 -3.59865
C -2.95702 -5.07494 -2.07424
O -4.33256 -5.00472 -2.00529
H -4.52468 -5.78501 -5.43191
H -4.89819 -4.17739 -5.90368
H -5.12660 -4.63439 -4.23581
H -1.89940 -5.16816 -6.38771
H -1.08037 -3.78471 -5.76065
H -2.72501 -3.74607 -6.71544
H -3.78283 -2.86743 -3.16070
H -3.67884 -2.23073 -4.83303
H -2.24629 -2.54558 -3.63225
H -1.34457 -4.84980 -3.52216
H -2.31935 -6.16434 -3.96295
H -2.50742 -4.28043 -1.47863
H -2.63534 -6.04750 -1.70177
H -4.49663 -5.18795 -1.07733
P 0.18268 -0.05203 1.35203
F 1.31366 0.33046 2.46991
F 0.61762 1.01737 0.23909
F 1.18550 -1.11985 0.64695
F -1.08869 -0.45032 0.43703
F -0.28551 -1.31093 2.34439
F -0.78982 1.07194 1.91363
*
```

Atomic partial charges in e from the Löwdin method, atoms 1 to 4: -0.10, -0.18, -0.03, 0.01

---

One molecule with the formula C9H15N3O6 at a distorted geometry, computed with ωB97M-V with the def2-TZVPD basis set.

As for the SMILES: NC(=O)C[C@H](N)C(=O)N[C@@H](CCC(=O)O)C(=O)O. The value obtained for the HOMO-LUMO gap is 9.75 eV. The relative energy (zero: lowest compared OMol25 entry of this formula, charge and spin) comes out at 205.3 kJ/mol. The highest occupied orbital energy is -0.34151 Ha.

```
! RIJCOSX wB97M-V def2-TZVPD def2/J DEFGRID3
* xyz 0 1
N -4.80606 -0.02245 -0.00714
C -3.64198 -0.66422 -0.38789
O -3.38481 -1.10129 -1.49760
C -2.60396 -0.39626 0.62371
C -1.14127 -0.75681 0.17199
N -0.83803 -2.03738 -0.46651
C -0.22964 -0.52867 1.27191
O -0.50855 -0.60151 2.46660
N 1.12042 -0.40894 0.94557
C 1.94959 -0.24255 -0.27142
C 2.77244 1.07155 -0.39523
C 2.05271 2.30706 0.11608
C 0.53147 2.33373 -0.12098
O -0.37748 2.87011 0.55378
O 0.32816 1.78284 -1.37549
C 2.92400 -1.43819 -0.14823
O 3.29450 -1.83616 0.95182
O 3.51188 -1.91245 -1.28647
H -5.57396 -0.02384 -0.67924
H -4.85268 0.42999 0.86343
H -2.88711 -0.90585 1.58691
H -2.68417 0.70331 0.82697
H -0.94886 -0.01534 -0.51184
H -1.42763 -2.27419 -1.26320
H -0.80924 -2.84220 0.22618
H 1.70673 -0.59539 1.80433
H 1.40630 -0.37375 -1.22159
H 3.32869 1.18213 -1.36017
H 3.61779 1.01247 0.23806
H 2.10382 2.44920 1.23189
H 2.41340 3.28240 -0.28097
H -0.61549 2.03901 -1.59674
H 4.26903 -2.48636 -1.00853
*
```

Atomic partial charges in e from the Löwdin method, atoms 1 to 4: 0.15, -0.53, 0.05, -0.06